Entry 1:
Entry from the Open Molecules 2025 dataset: a cluster of 2 separate species, C21H29O2Si in total (ωB97M-V with the def2-TZVPD basis set).

The geometry in XYZ format:
```
53
Properties=species:S:1:pos:R:3:forces:R:3:nbo_charge:R:1
C -2.110 -1.154 3.540 -0.58 -0.04 -0.30 -0.270
H -1.154 0.474 -2.966 -0.06 0.21 0.01 0.241
C 1.548 -2.059 0.393 0.84 -0.34 -0.96 -0.093
H 2.970 0.280 0.064 0.07 0.38 -0.02 0.225
O -4.424 -1.225 3.064 1.02 -0.15 -0.74 -0.460
C -0.126 4.330 -2.370 -0.02 -0.02 0.11 -1.148
Si 0.204 2.507 -2.598 0.01 0.21 -0.29 1.874
H 0.808 4.908 -2.350 -0.22 -0.15 0.00 0.253
H -3.626 -1.570 0.479 0.37 0.20 0.26 0.240
H -1.969 1.932 -3.586 0.04 -0.16 0.22 0.256
C 1.367 1.348 0.989 -0.94 0.61 -0.98 -0.086
C 1.513 -3.432 -1.633 -0.12 0.05 0.22 -0.225
H -6.404 -1.240 2.730 0.05 -0.06 -0.20 0.223
H 2.294 2.830 -3.890 -0.19 -0.09 0.00 0.254
C 0.843 -2.854 -0.559 0.36 0.26 -0.13 -0.138
C -1.510 -1.397 0.809 -0.01 -0.28 0.27 -0.054
H 0.942 -3.960 -2.397 0.17 0.03 0.27 0.236
C 2.907 -3.343 -1.739 -0.04 0.31 0.32 -0.117
H 3.552 -1.580 1.107 -0.20 -0.13 -0.34 0.231
H 0.656 2.763 2.454 0.22 -0.46 0.03 0.236
H 3.255 2.025 0.185 -0.13 -0.26 0.17 0.244
H -5.510 -2.451 1.747 0.02 0.29 0.14 0.194
C -0.804 -1.172 3.128 0.24 0.07 -0.33 -0.106
H 0.895 2.556 -4.948 0.12 -0.06 0.13 0.251
C 1.375 2.243 -4.011 0.04 -0.11 -0.06 -1.142
C -2.832 -1.439 1.218 -0.13 0.12 0.12 -0.336
H -0.558 1.809 0.112 0.18 0.07 0.11 0.173
C -3.153 -1.279 2.588 -0.36 -0.15 0.10 0.398
H 1.639 1.428 3.107 -0.21 0.07 -0.03 0.217
H -0.008 -1.080 3.868 -0.18 -0.02 -0.17 0.231
C 2.978 -2.075 0.318 -0.42 0.13 0.01 -0.143
C 0.929 -1.270 1.398 -0.18 -0.86 0.66 0.094
C -1.371 1.531 -2.756 -0.15 -0.09 -0.11 -1.153
H -1.293 -1.394 -0.259 -0.09 0.05 0.36 0.218
C 0.885 1.685 2.353 -0.31 -0.02 0.88 -0.650
H -0.039 1.141 2.588 0.09 0.20 0.10 0.222
H 1.658 1.188 -4.108 -0.06 0.16 -0.02 0.246
H -2.384 -1.032 4.582 0.08 -0.04 -0.10 0.251
C 3.638 -2.695 -0.733 0.00 -0.10 -0.07 -0.217
H -1.977 1.579 -1.841 0.04 0.04 -0.21 0.236
C 0.516 1.664 -0.032 0.81 -0.25 0.30 0.231
H -5.455 -0.707 1.298 -0.04 -0.14 0.31 0.188
H 1.606 -0.878 2.163 -0.23 -0.09 -0.22 0.225
H 4.729 -2.661 -0.781 -0.40 -0.06 0.03 0.239
O 1.005 1.877 -1.249 0.04 -0.34 -0.13 -0.812
C 2.812 1.158 0.702 0.54 0.13 -0.03 -0.656
H 3.423 -3.786 -2.593 -0.18 0.11 0.31 0.237
H -0.680 4.543 -1.446 0.07 -0.01 -0.19 0.244
H -0.728 4.688 -3.218 0.14 -0.04 0.22 0.253
H -0.225 -3.014 -0.446 0.30 0.01 -0.12 0.223
H 3.354 1.004 1.642 0.06 0.02 -0.19 0.212
C -0.448 -1.324 1.751 -0.66 0.76 0.14 -0.226
C -5.511 -1.421 2.132 0.21 0.02 0.15 -0.263
```
Positions in Å, forces in eV/Å.

For the HOMO energy, the calculation gives -10.91 eV. The energy above the lowest of the compared OMol25 structures with the same formula, charge and spin comes out at 1.264 eV. As for the net charge: +1.

Entry 2:
Entry from the Open Molecules 2025 dataset: a cluster of 2 separate species, HNO2S in total (ωB97M-V with the def2-TZVPD basis set).

The geometry in XYZ format:
```
5
Properties=species:S:1:pos:R:3:forces:R:3:nbo_charge:R:1
H -0.769 1.308 -0.406 -5.67 0.58 1.86 0.538
S -2.470 -0.227 -0.009 4.50 1.45 0.16 1.886
N -1.135 -0.985 0.019 -4.95 1.43 -0.18 -0.788
O -2.078 1.465 -0.017 4.33 -3.03 -1.87 -0.849
O -3.927 -0.252 0.021 1.79 -0.43 0.03 -0.786
```
Positions in Å, forces in eV/Å.

For the HOMO energy, the calculation gives -10.87 eV. The energy above the lowest of the compared OMol25 structures with the same formula, charge and spin comes out at 3.679 eV. As for the net charge: 0.

Entry 3:
Entry from the Open Molecules 2025 dataset: a structure of composition C4H11BNO2S (ωB97M-V with the def2-TZVPD basis set).

The geometry in XYZ format:
```
20
Properties=species:S:1:pos:R:3:forces:R:3:nbo_charge:R:1
H -0.740 -0.300 -2.224 -0.49 0.59 1.69 0.257
B -1.866 0.203 -0.058 1.47 1.92 1.29 1.041
O -2.831 -0.694 0.068 -1.89 -0.56 1.25 -0.867
H 1.765 0.518 -1.839 1.47 -0.03 -0.45 0.212
O -1.533 1.247 0.962 -2.92 -1.33 1.01 -0.973
C 1.625 0.919 -0.851 -2.74 -2.39 -1.96 -0.204
H -0.086 1.735 -0.160 -0.70 0.87 -0.22 0.458
H 1.173 0.345 1.044 1.03 -0.79 0.27 0.242
C -0.787 0.125 -1.169 1.15 -0.37 -0.06 -0.579
H 0.215 -3.398 1.077 0.59 1.05 1.00 0.251
H 2.800 -0.379 0.374 -1.49 -0.29 0.16 0.293
H -3.446 -0.619 0.850 1.02 -0.14 -1.30 0.517
N 0.172 1.299 -1.044 -0.97 -2.00 0.99 -0.525
C 1.701 -0.176 0.207 0.30 2.63 0.60 -0.623
H 0.701 -1.905 2.394 0.06 -1.27 -2.66 0.259
H 2.000 1.867 -0.683 2.06 1.36 0.63 0.235
S 0.641 -1.568 -0.149 0.68 -0.71 0.75 0.713
H 0.028 1.841 -1.874 0.17 1.05 -0.15 0.435
C 0.698 -2.404 1.310 -1.34 0.81 0.12 -0.666
H -2.232 1.344 1.763 2.53 -0.41 -2.95 0.526
```
Positions in Å, forces in eV/Å.

For the HOMO energy (alpha / beta), the calculation gives -11.87 / -11.73 eV. The energy above the lowest of the compared OMol25 structures with the same formula, charge and spin comes out at 2.634 eV. As for the net charge: +1.

Entry 4:
Entry from the Open Molecules 2025 dataset: a cluster of 2 separate species, C5H15NO in total (ωB97M-V with the def2-TZVPD basis set).

The geometry in XYZ format:
```
22
Properties=species:S:1:pos:R:3:forces:R:3:nbo_charge:R:1
H -2.572 0.801 -2.075 0.07 0.39 0.16 0.208
C -0.011 0.307 -0.428 -1.45 0.51 0.75 -0.032
H 1.167 0.323 1.325 0.10 -0.04 0.38 0.205
H -1.631 -2.256 -0.300 -0.14 -0.08 0.20 0.212
H -1.564 1.114 0.686 -0.05 -0.06 0.00 0.340
H -1.707 -0.069 -3.309 -0.13 0.12 0.03 0.198
H 6.125 0.720 4.125 -0.27 -0.05 -0.05 0.469
N -0.834 1.470 0.078 1.11 -0.32 -0.09 -0.833
H 1.179 -1.286 0.607 -0.10 -0.19 -0.09 0.207
H 0.780 0.763 -1.003 0.34 0.03 -0.40 0.185
C -2.021 -1.294 -0.615 -0.33 0.75 -0.67 -0.613
H -0.944 1.339 -2.618 -0.05 0.15 0.26 0.219
H -2.851 -1.415 -1.317 0.05 -0.51 0.05 0.213
O 5.170 0.612 4.021 0.25 0.20 0.18 -0.937
H -0.192 1.954 0.698 -0.30 0.37 0.07 0.346
H 5.062 -0.075 3.363 0.02 -0.15 -0.13 0.468
H -0.374 -1.208 -1.904 0.36 -0.10 -0.21 0.194
C -0.959 -0.472 -1.364 0.69 -0.03 0.69 -0.225
H -2.479 -0.747 0.210 0.21 -0.07 0.26 0.194
C 0.562 -0.414 0.808 -0.53 0.30 -1.01 -0.625
H -0.329 -0.655 1.386 0.33 -0.36 0.47 0.203
C -1.576 0.490 -2.374 -0.18 -0.86 -0.85 -0.598
```
Positions in Å, forces in eV/Å.

For the HOMO energy, the calculation gives -9.34 eV. The energy above the lowest of the compared OMol25 structures with the same formula, charge and spin comes out at 0.728 eV. The SMILES is CC(C)[C@H](C)N.O. As for the net charge: 0.

Taking the records one at a time from the top gives maximum force values of 1.491, 5.993, 4.125, 1.709 eV/A.